1.
# C36H28BCl5N6Ru

A molecular structure, C36H28BCl5N6Ru (ωB97M-V with the def2-TZVPD basis set, the OMol25 dataset).

Relative energy (zero: lowest compared OMol25 entry of this formula, charge and spin): 12.4 kcal per mole
⟨S²⟩: 8.768
Energy: -112591.75307 eV
Charge: +1
E_HOMO (spin up / spin down): -10.25 / -10.27 eV
Multiplicity: 6

Last column: Mulliken charge in e.
Positions of all 77 atoms, in Å:
Ru (0.671, 0.719, -1.429)  -0.50
C (-1.313, -2.342, 2.582)  -1.18
C (-0.670, -2.096, 1.267)  1.21
C (-0.577, -3.000, 0.203)  -1.41
C (0.067, -2.332, -0.820)  -0.18
N (0.330, -1.075, -0.402)  -0.01
N (-0.104, -0.944, 0.887)  1.14
B (0.162, 0.498, 1.448)  -0.33
N (0.361, 0.577, 2.919)  1.04
N (0.915, -0.494, 3.544)  -1.26
C (1.230, -0.095, 4.761)  0.53
C (0.899, 1.273, 4.933)  -1.28
C (0.375, 1.679, 3.736)  0.36
C (-0.086, 3.046, 3.352)  -1.30
C (1.841, -1.022, 5.729)  0.83
C (2.326, -0.551, 6.945)  -0.60
C (2.902, -1.421, 7.860)  -0.74
C (3.001, -2.773, 7.567)  -0.41
C (2.524, -3.249, 6.353)  -0.69
C (1.949, -2.382, 5.440)  -0.24
N (-0.943, 1.449, 0.873)  1.56
N (-0.639, 1.969, -0.350)  -0.97
C (-1.774, 2.476, -0.885)  0.21
C (-2.807, 2.298, 0.024)  -1.27
C (-2.247, 1.634, 1.119)  0.69
C (-2.880, 1.206, 2.397)  -1.40
C (-1.711, 3.048, -2.233)  0.41
C (-2.792, 2.925, -3.104)  -0.58
C (-2.676, 3.355, -4.415)  -0.69
C (-1.486, 3.913, -4.866)  -0.52
C (-0.415, 4.062, -3.996)  -0.66
C (-0.526, 3.635, -2.682)  -0.24
C (0.462, -2.734, -2.175)  0.20
C (-0.431, -3.404, -3.007)  -0.43
C (-0.075, -3.690, -4.315)  -0.81
C (1.175, -3.320, -4.796)  -0.50
C (2.080, -2.679, -3.962)  -0.72
C (1.726, -2.388, -2.653)  -0.25
H (-1.699, -3.359, 2.606)  0.41
H (-0.600, -2.187, 3.390)  0.16
H (-2.150, -1.657, 2.739)  0.14
H (-0.912, -4.023, 0.210)  0.56
H (1.170, 0.845, 0.796)  -0.03
H (1.033, 1.885, 5.809)  0.47
H (0.431, 3.778, 3.969)  0.47
H (0.131, 3.283, 2.311)  0.23
H (-1.157, 3.184, 3.510)  0.16
H (2.262, 0.503, 7.182)  0.27
H (3.275, -1.041, 8.801)  0.39
H (3.449, -3.451, 8.280)  0.39
H (2.602, -4.303, 6.117)  0.38
H (1.588, -2.752, 4.490)  0.42
H (-3.825, 2.638, -0.067)  0.61
H (-3.706, 0.522, 2.199)  0.36
H (-2.152, 0.719, 3.044)  0.15
H (-3.284, 2.066, 2.931)  0.36
H (-3.709, 2.461, -2.764)  0.38
H (-3.514, 3.248, -5.091)  0.44
H (-1.400, 4.246, -5.892)  0.45
H (0.503, 4.523, -4.336)  0.44
H (0.297, 3.786, -1.993)  0.56
H (-1.414, -3.668, -2.638)  0.46
H (-0.777, -4.196, -4.965)  0.45
H (1.448, -3.546, -5.819)  0.48
H (3.065, -2.416, -4.325)  0.46
H (2.443, -1.915, -1.990)  0.59
Cl (-2.048, -0.418, -3.242)  -0.09
C (-0.643, 0.000, -4.161)  1.36
C (0.454, 0.500, -3.484)  -1.34
C (1.591, 0.818, -4.200)  1.71
Cl (2.922, 1.395, -3.219)  -0.16
C (1.690, 0.659, -5.567)  0.02
Cl (3.132, 1.048, -6.399)  -0.16
C (0.570, 0.148, -6.238)  0.47
Cl (0.644, -0.088, -7.929)  -0.15
C (-0.599, -0.184, -5.541)  -0.14
Cl (-1.952, -0.824, -6.371)  -0.16


2.
# C36H28CsN7O4S3

A molecular structure, C36H28CsN7O4S3 at a distorted geometry (ωB97M-V with the def2-TZVPD basis set, the OMol25 dataset).

Relative energy (zero: lowest compared OMol25 entry of this formula, charge and spin): 22.6 kcal per mole
Energy: -89461.19221 eV
Charge: -2
E_HOMO: -2.42 eV

Last column: Mulliken charge in e.
Positions of all 79 atoms, in Å:
Cs (2.269, -0.759, -0.120)  1.13
C (-0.058, -3.320, -4.272)  -1.25
C (-0.045, -2.246, -3.213)  0.50
N (0.205, -2.470, -1.977)  0.46
N (0.368, -3.733, -1.545)  -0.98
C (1.300, -3.966, -0.643)  0.31
O (2.269, -3.236, -0.305)  -0.95
C (1.252, -5.364, -0.085)  0.40
C (0.982, -6.465, -0.893)  -0.13
C (1.052, -7.752, -0.379)  -0.60
C (1.375, -7.954, 0.956)  -0.36
C (1.624, -6.859, 1.774)  -0.57
C (1.573, -5.575, 1.253)  -0.42
C (-0.321, -0.846, -3.584)  0.48
C (-0.726, -0.484, -4.872)  -0.72
C (-0.937, 0.854, -5.163)  -0.45
C (-0.757, 1.805, -4.174)  -0.48
C (-0.378, 1.354, -2.914)  -0.18
N (-0.160, 0.080, -2.631)  -0.12
H (0.214, -4.264, -3.805)  0.18
H (0.656, -3.094, -5.068)  0.32
H (-1.049, -3.424, -4.723)  0.30
H (0.718, -6.291, -1.928)  0.32
H (0.862, -8.602, -1.025)  0.35
H (1.441, -8.960, 1.353)  0.35
H (1.870, -7.010, 2.818)  0.35
H (1.788, -4.714, 1.873)  0.44
H (-0.895, -1.239, -5.629)  0.30
H (-1.251, 1.150, -6.158)  0.37
H (-0.924, 2.856, -4.361)  0.33
H (-0.280, 2.048, -2.084)  0.37
C (-3.319, -2.937, 0.516)  -0.70
C (-3.728, -3.249, 1.800)  -0.43
C (-3.034, -2.720, 2.877)  -0.58
C (-1.936, -1.898, 2.628)  0.43
N (-1.549, -1.603, 1.389)  -0.04
C (-2.220, -2.098, 0.362)  -0.05
C (-1.109, -1.299, 3.715)  0.48
C (-1.405, -1.454, 5.071)  -0.62
C (-0.573, -0.870, 6.011)  -0.49
C (0.521, -0.137, 5.582)  -0.49
C (0.730, -0.025, 4.213)  -0.23
N (-0.053, -0.596, 3.313)  -0.11
H (-3.834, -3.338, -0.347)  0.40
H (-4.574, -3.903, 1.972)  0.39
H (-3.349, -2.950, 3.886)  0.24
H (-1.852, -1.816, -0.619)  0.27
H (-2.271, -2.012, 5.395)  0.28
H (-0.781, -0.989, 7.068)  0.40
H (1.190, 0.335, 6.290)  0.38
H (1.561, 0.548, 3.812)  0.46
O (3.633, 0.786, 1.208)  -0.64
N (4.387, 1.842, 1.289)  0.24
C (4.359, 2.593, 2.410)  0.06
C (5.144, 3.707, 2.584)  -0.80
C (5.999, 4.083, 1.548)  -0.07
C (6.020, 3.329, 0.398)  -0.72
C (5.215, 2.182, 0.231)  0.04
S (5.238, 1.233, -1.167)  -0.48
H (3.665, 2.243, 3.159)  0.23
H (5.081, 4.268, 3.506)  0.36
H (6.634, 4.956, 1.642)  0.35
H (6.659, 3.589, -0.433)  0.34
O (-3.638, 4.315, -3.790)  -0.63
S (-4.081, 4.527, -2.430)  1.16
O (-5.512, 4.658, -2.257)  -0.69
N (-3.443, 3.455, -1.393)  -0.49
C (-2.642, 4.033, -0.509)  0.26
S (-1.843, 3.264, 0.742)  -0.43
C (-2.472, 5.508, -0.718)  0.27
C (-1.664, 6.392, -0.022)  -0.52
C (-1.677, 7.732, -0.387)  -0.52
C (-2.485, 8.188, -1.425)  -0.35
C (-3.289, 7.300, -2.129)  -0.57
C (-3.257, 5.972, -1.761)  0.00
H (-1.041, 6.030, 0.784)  0.43
H (-1.045, 8.433, 0.146)  0.35
H (-2.480, 9.239, -1.688)  0.35
H (-3.921, 7.631, -2.944)  0.39


3.
# C36H28I2OP2PtS

A molecular structure, C36H28I2OP2PtS at a distorted geometry (ωB97M-V with the def2-TZVPD basis set, the OMol25 dataset).

Relative energy (zero: lowest compared OMol25 entry of this formula, charge and spin): 65.6 kcal per mole
⟨S²⟩: 6.033
Energy: -88647.56244 eV
Charge: +4
E_HOMO (spin up / spin down): -17.48 / -17.43 eV
Multiplicity: 5

Last column: Mulliken charge in e.
Positions of all 71 atoms, in Å:
Pt (0.129, 0.410, -0.385)  2.23
O (3.385, -0.192, -0.123)  -0.59
S (2.154, -0.401, 0.583)  0.84
C (2.333, 0.417, 2.154)  0.20
C (3.362, 0.091, 3.013)  -0.44
C (3.601, 0.929, 4.153)  -0.96
C (2.747, 2.054, 4.340)  -0.82
C (1.916, 2.536, 3.310)  -0.31
C (1.607, 1.670, 2.326)  0.63
P (0.815, 2.323, 0.826)  -0.12
C (-0.858, 3.087, 1.389)  1.12
C (-1.427, 2.800, 2.633)  -0.51
C (-2.759, 3.186, 2.868)  -0.59
C (-3.449, 3.875, 1.845)  -0.57
C (-2.880, 4.171, 0.614)  -0.72
C (-1.491, 3.765, 0.346)  -0.96
C (1.717, 3.441, -0.378)  0.90
C (2.375, 3.045, -1.517)  0.03
C (2.800, 3.840, -2.585)  -0.94
C (2.347, 5.170, -2.471)  -0.27
C (1.670, 5.677, -1.374)  -0.86
C (1.293, 4.846, -0.328)  -0.48
C (1.904, -2.111, 0.836)  0.02
C (2.935, -2.918, 1.341)  -1.13
C (2.717, -4.269, 1.464)  -0.72
C (1.537, -4.889, 1.090)  -1.13
C (0.539, -4.089, 0.569)  0.03
C (0.688, -2.671, 0.390)  -0.05
P (-0.504, -1.747, -0.683)  -0.13
C (-0.148, -2.290, -2.531)  0.80
C (0.074, -1.341, -3.444)  -0.08
C (0.100, -1.587, -4.815)  -0.87
C (-0.029, -3.049, -5.176)  -0.21
C (-0.078, -3.995, -4.219)  -0.87
C (-0.270, -3.736, -2.869)  -0.04
C (-2.079, -2.416, -0.240)  0.99
C (-3.134, -2.740, -1.114)  -0.51
C (-4.340, -3.296, -0.551)  -0.49
C (-4.607, -3.283, 0.820)  -0.67
C (-3.443, -3.283, 1.681)  -0.61
C (-2.238, -2.771, 1.151)  -0.79
H (4.048, -0.758, 3.004)  0.17
H (4.380, 0.762, 4.821)  0.53
H (2.772, 2.606, 5.274)  0.45
H (1.418, 3.487, 3.361)  0.59
H (-0.874, 2.297, 3.475)  0.34
H (-3.256, 2.678, 3.727)  0.38
H (-4.485, 4.188, 1.959)  0.41
H (-3.489, 4.683, -0.077)  0.54
H (-1.128, 4.064, -0.708)  0.59
H (2.431, 1.946, -1.509)  0.32
H (3.340, 3.411, -3.501)  0.37
H (2.494, 5.811, -3.365)  0.38
H (1.476, 6.765, -1.268)  0.41
H (0.709, 5.240, 0.520)  0.55
H (3.798, -2.423, 1.657)  0.76
H (3.455, -4.824, 1.982)  0.47
H (1.410, -5.969, 1.333)  0.42
H (-0.420, -4.534, 0.337)  0.57
H (0.441, -0.406, -3.057)  0.37
H (0.402, -1.002, -5.609)  0.53
H (-0.070, -3.260, -6.247)  0.45
H (-0.353, -4.942, -4.744)  0.33
H (-0.310, -4.491, -2.149)  0.56
H (-3.168, -2.900, -2.246)  0.30
H (-4.942, -3.992, -1.133)  0.36
H (-5.416, -3.532, 1.396)  0.53
H (-3.601, -3.239, 2.805)  0.35
H (-1.362, -2.844, 1.758)  0.60
I (-2.162, 1.254, -1.457)  0.02
I (-8.550, -0.337, -5.278)  1.00